[1]
This record from the Open Molecules 2025 dataset describes a single C20H24F3N5O2 molecule. The level of theory is ωB97M-V with the def2-TZVPD basis set.

Output
HOMO level (hartree): -0.3139
SMILES string: CN(CCn1ccnc1)C(=O)C[C@@H]1C(=O)NCCN1Cc1ccccc1C(F)(F)F
E_tot (Eh): -1500.440119
Orbital gap (eV): 9.15

CARTESIAN COORDINATES (ANGSTROEM)
F -4.303 -2.311 -1.076
F -4.563 -2.657 1.033
F -6.270 -2.556 -0.260
O 1.462 -1.411 0.230
O 1.381 1.698 -1.364
N -1.629 0.500 0.288
N 5.760 -2.365 1.244
N -0.104 -1.154 -1.340
N 2.937 1.233 0.192
N 5.075 -1.019 -0.363
C 0.431 -0.874 -0.146
C -5.389 2.217 0.626
C -4.167 1.590 0.773
C 4.204 -0.324 -1.268
C -1.639 0.714 -1.147
C 0.576 1.430 0.864
C -5.081 -1.992 -0.017
C -4.027 0.221 0.563
C 3.944 1.133 -0.843
C -6.508 1.482 0.268
C -2.669 -0.402 0.757
C -5.163 -0.508 0.211
C 3.318 0.857 1.537
C 6.824 -1.664 0.771
C -0.294 0.146 0.736
C 6.422 -0.823 -0.225
C -1.278 -0.550 -1.930
C -6.395 0.121 0.064
C 1.665 1.461 -0.198
C 4.733 -1.960 0.549
H 0.983 1.506 1.866
H 6.963 -0.131 -0.838
H 2.825 -0.069 1.836
H -7.262 -0.461 -0.210
H 4.870 1.596 -0.491
H -7.466 1.964 0.151
H -5.471 3.280 0.793
H -2.524 -0.543 1.835
H -0.894 1.482 -1.369
H 3.566 1.687 -1.706
H 3.251 -0.856 -1.293
H -2.609 -1.394 0.293
H -3.289 2.151 1.048
H -2.624 1.073 -1.451
H -1.059 -0.286 -2.969
H -0.373 -0.309 1.729
H -0.080 2.284 0.687
H 4.392 0.696 1.566
H 0.394 -1.838 -1.895
H 3.726 -2.304 0.667
H -2.105 -1.270 -1.929
H 4.648 -0.329 -2.268
H 3.080 1.652 2.247
H 7.806 -1.811 1.174

=====

[2]
This record from the Open Molecules 2025 dataset describes a molecular structure, C17H34BeOP2. The level of theory is ωB97M-V with the def2-TZVPD basis set.

Output
HOMO level (hartree): -0.2466
E_tot (Eh): -1440.682333
Orbital gap (eV): 7.04

CARTESIAN COORDINATES (ANGSTROEM)
P -1.313 0.006 -2.380
P -1.120 2.561 -0.536
O 0.728 -3.765 2.797
C -0.257 4.184 -0.520
C 2.241 0.296 0.307
C 1.846 -3.227 2.911
C -0.171 -2.325 -0.105
C -1.192 -1.608 0.755
C 1.622 0.381 1.655
C -0.187 0.077 -3.851
C 1.531 -0.522 -0.834
C -0.801 -0.184 1.242
C 1.028 -1.933 -0.578
C -2.781 3.085 0.080
C -1.616 2.813 -2.360
C 0.419 -0.046 2.136
C -2.616 -1.083 -3.098
C -2.270 1.554 -2.922
C 2.380 -1.388 5.083
C 3.173 -3.741 2.475
Be 1.486 -1.550 3.631
H 3.166 -4.840 2.575
H 3.987 -3.299 3.077
H -2.720 3.254 1.160
H 0.138 0.235 3.175
H -1.666 0.248 1.785
H 0.691 0.091 -1.222
H -3.325 1.431 -2.599
H 0.523 0.907 -3.748
H -1.489 -2.191 1.645
H 2.346 -0.345 5.445
H -0.706 3.112 -2.922
H -2.121 -1.616 0.137
H 2.367 1.364 0.026
H -3.522 2.304 -0.136
H -3.072 4.015 -0.423
H -2.284 -2.123 -3.038
H 1.779 -2.700 -0.854
H -2.779 -0.795 -4.141
H 3.439 -1.644 4.890
H 3.276 -0.066 0.361
H -3.543 -0.943 -2.527
H 3.315 -3.483 1.414
H -0.651 0.461 0.357
H -0.449 -3.383 -0.269
H 2.168 1.029 2.371
H -2.253 1.589 -4.024
H -0.790 0.231 -4.754
H -0.952 4.956 -0.866
H 0.358 -0.869 -3.941
H 2.036 -2.039 5.914
H 0.072 4.391 0.503
H 2.264 -0.637 -1.668
H -2.337 3.648 -2.397
H 0.607 4.124 -1.196

=====

[3]
This record from the Open Molecules 2025 dataset describes a single C4H9NO2S molecule. The level of theory is ωB97M-V with the def2-TZVPD basis set.

Output
HOMO level (hartree): -0.3278
SMILES string: C[C@H](S)[C@@H](O)NC=O
E_tot (Eh): -761.189534
Orbital gap (eV): 9.52

CARTESIAN COORDINATES (ANGSTROEM)
S 2.252 -0.603 1.133
O -2.061 -0.246 -1.403
O 0.945 1.862 0.579
N -0.333 1.171 -1.196
C -0.386 -1.691 0.915
C -0.010 0.912 0.151
C 0.677 -0.722 0.304
C -1.415 0.667 -1.853
H 0.471 1.749 -1.512
H 1.871 1.712 0.253
H 0.974 -1.051 -0.712
H 1.455 -0.313 2.212
H 0.065 -2.629 0.946
H -0.820 1.010 0.868
H -0.712 -1.451 1.879
H -1.645 1.138 -2.861
H -1.327 -1.513 0.298

=====

[4]
This record from the Open Molecules 2025 dataset describes a molecular structure, C31H42CdGeN4O2S5. The level of theory is ωB97M-V with the def2-TZVPD basis set.

Output
HOMO level (hartree): -0.2464
E_tot (Eh): -5811.565585
Orbital gap (eV): 7.13

CARTESIAN COORDINATES (ANGSTROEM)
Cd -1.009 1.107 0.973
Ge -0.236 -1.623 -2.143
S -2.023 2.572 -1.295
S -3.857 -0.872 -3.178
S -1.949 -0.819 -0.885
S -3.938 2.033 -3.514
S -2.322 4.572 3.786
O -5.284 0.341 -5.016
O -2.734 -0.770 2.456
N 0.782 2.458 2.401
N 0.171 -0.704 2.344
N 0.974 1.193 -0.478
N 1.727 3.080 -1.848
C -4.525 0.475 -4.101
C -0.500 -6.666 -2.219
C 1.326 2.101 -1.103
C -2.848 0.086 -2.095
C 0.346 -0.517 3.649
C 0.107 3.375 3.111
C 2.347 -1.837 3.636
C 0.720 -4.433 -2.179
C 1.018 -1.487 1.696
C 2.108 -2.095 2.295
C 0.858 3.614 -2.872
C 0.763 4.230 4.009
C -1.874 -0.849 4.701
C 1.449 -1.040 4.321
C 2.281 -1.249 -4.286
C 0.875 -1.153 -4.872
C -3.726 3.864 3.112
C 2.092 2.375 2.549
C -3.099 -0.634 3.816
C -0.553 -3.603 -2.074
C 2.131 4.139 4.144
C -2.062 2.524 2.182
C -0.175 -0.645 -3.890
C -0.753 0.169 4.399
C 2.821 3.193 3.394
C -3.442 2.809 2.296
C 2.790 0.075 -3.735
C -2.889 1.434 -2.205
C 0.568 -5.816 -1.545
C -1.321 3.398 2.932
C 3.040 3.665 -1.716
H 2.207 0.380 -2.870
H 0.807 -1.647 0.646
H -0.565 -7.638 -1.735
H 1.591 -0.838 5.371
H -3.864 -1.380 4.075
H 3.620 3.502 -2.631
H 2.657 4.786 4.831
H 0.827 4.700 -2.794
H 2.963 -1.598 -5.065
H 2.746 -2.750 1.724
H 1.009 -4.537 -3.226
H -4.685 4.275 3.364
H 1.529 -6.333 -1.596
H -0.151 3.231 -2.726
H 0.316 -5.694 -0.489
H -1.161 0.963 3.775
H 2.723 0.848 -4.498
H 1.528 -3.907 -1.662
H -1.159 -0.716 -4.354
H -4.216 2.251 1.787
H 1.218 3.337 -3.866
H 2.946 4.742 -1.547
H 0.000 0.407 -3.660
H -1.018 -3.785 -1.100
H 0.893 -0.489 -5.740
H 3.572 3.220 -0.879
H 3.202 -2.264 4.142
H -1.275 -3.899 -2.834
H -3.508 0.368 4.006
H 2.274 -1.997 -3.487
H 0.580 -2.145 -5.223
H -2.194 -0.771 5.742
H -1.502 -1.863 4.540
H 3.892 3.093 3.470
H 3.828 -0.020 -3.425
H -0.364 0.602 5.319
H -0.264 -6.820 -3.269
H 2.575 1.602 1.961
H 1.053 -1.349 -1.374
H -1.473 -6.186 -2.151
H -3.524 -0.696 1.910
H 0.192 4.942 4.585

=====

[5]
This record from the Open Molecules 2025 dataset describes a molecular structure, C2H3NS3. The level of theory is ωB97M-V with the def2-TZVPD basis set.

Output
HOMO level (hartree): -0.3052
E_tot (Eh): -1327.176222
Orbital gap (eV): 7.65

CARTESIAN COORDINATES (ANGSTROEM)
S -0.104 0.380 -1.703
S -0.139 1.393 0.980
S 2.144 -1.480 -0.717
N 0.886 -0.001 0.807
C 1.109 -0.173 -0.453
C -1.249 0.472 -0.306
H -1.435 -0.861 0.127
H -2.254 1.174 -0.380
H 1.043 -0.903 1.643

=====

[6]
This record from the Open Molecules 2025 dataset describes a molecular structure, C17H16AuBF6N2O6S2. The level of theory is ωB97M-V with the def2-TZVPD basis set.

Output
HOMO level (hartree): -0.3497
E_tot (Eh): -2774.450311
Orbital gap (eV): 8.14

CARTESIAN COORDINATES (ANGSTROEM)
Au 0.955 -0.530 -1.636
S 1.575 2.367 -3.349
S -1.235 2.359 -2.887
F -2.078 4.164 -4.589
F 1.136 3.297 -5.759
F -3.370 2.439 -4.353
F 1.158 1.132 -5.640
F 3.011 2.239 -5.521
F -1.533 2.270 -5.490
O -0.553 0.402 0.763
O 1.729 0.950 -2.959
O -1.223 0.917 -2.927
O 1.578 1.253 0.568
O -1.965 3.011 -1.850
O 2.635 3.223 -2.943
N 0.194 3.021 -3.043
N -1.361 -8.599 3.518
C -2.107 2.845 -4.432
C 1.725 2.251 -5.195
C -0.045 -4.179 0.776
C -0.728 -6.467 2.194
C -1.251 2.672 1.034
C 0.303 -2.997 0.045
C 0.594 -2.003 -0.577
C -0.696 -6.497 0.802
C -1.172 1.107 2.984
C -0.356 -5.359 0.097
C -1.080 -7.653 2.930
C -0.080 -4.156 2.171
C -0.494 1.537 1.701
C 1.440 3.256 1.907
C 1.711 0.994 2.940
C -0.420 -5.294 2.878
C 1.047 1.796 1.834
B 0.623 0.421 0.123
H 1.452 -0.064 2.874
H -0.765 0.170 3.358
H -0.938 -7.413 0.280
H 0.161 -3.241 2.694
H 1.417 1.367 3.921
H -2.257 2.331 0.794
H -0.777 2.984 0.102
H -1.050 1.875 3.750
H 1.113 3.802 1.026
H 1.006 3.720 2.794
H -1.322 3.535 1.697
H 2.792 1.089 2.843
H -0.329 -5.373 -0.984
H -0.450 -5.280 3.959
H -2.238 0.975 2.803
H 2.524 3.333 1.977

=====

[7]
This record from the Open Molecules 2025 dataset describes a molecular structure, C2HIN2O. The level of theory is ωB97M-V with the def2-TZVPD basis set.

Output
HOMO level (spin up / spin down) (hartree): -0.8224 / -0.8013
Total charge: +2
E_tot (Eh): -558.237155
Orbital gap (spin up / spin down) (eV): 9.81 / 6.60

CARTESIAN COORDINATES (ANGSTROEM)
I 2.643 1.073 -0.001
O -1.439 -0.555 -0.163
N -0.664 0.563 -0.026
N 0.609 -1.216 0.144
C 0.592 0.149 0.171
C -0.599 -1.505 -0.050
H -1.142 1.490 -0.075

=====

[8]
This record from the Open Molecules 2025 dataset describes a gas-phase ion, C4H8NS (charge +1). The level of theory is ωB97M-V with the def2-TZVPD basis set.

Output
HOMO level (spin up / spin down) (hartree): -0.4261 / -0.4416
Total charge: +1
E_tot (Eh): -609.747440
Orbital gap (spin up / spin down) (eV): 6.86 / 7.68

CARTESIAN COORDINATES (ANGSTROEM)
S -0.177 -0.547 -0.184
N -3.024 -0.302 0.018
C 2.932 -0.795 0.082
C 1.016 0.676 -0.105
C 2.452 0.440 -0.075
C -1.638 0.224 0.250
H 3.184 1.221 -0.283
H 0.751 1.685 -0.115
H -1.429 1.393 0.276
H -3.183 -1.286 0.132
H 2.213 -1.576 -0.014
H 3.896 -1.069 0.335
H -3.331 -0.219 -0.928
H -3.663 0.154 0.611